(1)
Entry from the Open Molecules 2025 dataset: a molecular structure, C32H29IrN5O7SSe in a non-equilibrium geometry (ωB97M-V with the def2-TZVPD basis set).

```
! RIJCOSX wB97M-V def2-TZVPD def2/J DEFGRID3
* xyz 0 2
Ir -0.162 -0.013 -0.215
C -1.233 3.651 -2.529
O -0.186 3.447 -3.490
C 0.973 2.816 -3.164
C 2.065 3.134 -3.929
C 3.335 2.582 -3.683
C 3.495 1.697 -2.663
C 2.384 1.282 -1.888
C 2.642 0.335 -0.868
N 1.774 -0.167 -0.034
N 2.267 -1.049 0.921
C 1.289 -1.531 1.624
O 0.037 -1.204 1.447
C 1.601 -2.527 2.684
C 0.565 -3.042 3.460
C 0.812 -4.071 4.360
C 2.093 -4.589 4.490
C 3.140 -4.037 3.758
C 2.898 -3.009 2.859
C 1.088 1.821 -2.151
O 0.006 1.465 -1.520
H -1.876 4.407 -2.970
H -0.830 4.022 -1.585
H -1.805 2.750 -2.344
H 1.915 3.851 -4.729
H 4.179 2.868 -4.298
H 4.474 1.293 -2.428
H 3.663 -0.016 -0.748
H -0.424 -2.613 3.347
H 0.003 -4.474 4.959
H 2.281 -5.415 5.166
H 4.147 -4.417 3.881
H 3.696 -2.574 2.272
C -1.548 -6.382 -6.168
C -1.119 -5.178 -5.368
C -1.118 -3.906 -5.923
C -0.706 -2.802 -5.189
C -0.287 -2.975 -3.880
C -0.306 -4.238 -3.296
C -0.722 -5.329 -4.037
S 0.282 -1.581 -2.941
O 1.397 -2.036 -2.149
O 0.482 -0.507 -3.872
N -0.948 -1.251 -1.921
C -2.170 -0.640 -2.449
C -2.803 0.303 -1.424
O -3.813 0.901 -1.740
O -2.193 0.314 -0.287
H -1.586 -6.160 -7.233
H -2.538 -6.716 -5.851
H -0.858 -7.212 -6.009
H -1.443 -3.770 -6.949
H -0.691 -1.808 -5.621
H 0.015 -4.352 -2.272
H -0.742 -6.314 -3.581
H -2.946 -1.391 -2.631
H -1.986 -0.077 -3.364
C 1.692 -4.510 -0.191
N 0.422 -5.118 0.203
C -0.605 -4.431 0.719
Se -1.570 -3.053 -0.308
N -1.453 -5.341 1.227
C -0.993 -6.630 1.017
C -1.508 -7.876 1.347
C -0.750 -8.974 0.989
C 0.484 -8.827 0.338
C 0.997 -7.584 0.027
C 0.227 -6.480 0.374
H 1.522 -3.505 -0.580
H 2.152 -5.112 -0.972
H 2.356 -4.452 0.670
H -2.317 -5.084 1.678
H -2.458 -7.981 1.855
H -1.118 -9.966 1.215
H 1.055 -9.709 0.082
H 1.952 -7.482 -0.472
*
```

Results
DFT total energy   -4941.14766 Ha
Orbital gap (alpha / beta)   6.20 / 5.34 eV
E_HOMO (alpha / beta)   -0.26762 / -0.26724 Ha
ΔE to the lowest compared entry with this formula, charge and spin   3.975 eV

---

(2)
Entry from the Open Molecules 2025 dataset: a single C5H7N3 molecule in a non-equilibrium geometry (ωB97M-V with the def2-TZVPD basis set).

```
! RIJCOSX wB97M-V def2-TZVPD def2/J DEFGRID3
* xyz 0 1
C -1.712 -1.049 0.673
C -1.428 -0.059 -0.451
C -1.029 1.462 0.005
C 0.426 0.943 -0.097
N 1.559 0.807 0.550
N 2.018 -0.464 0.230
C 1.027 -1.083 -0.418
N 0.029 -0.195 -0.715
H -2.775 -1.188 0.903
H -1.351 -1.998 0.234
H -1.200 -0.875 1.641
H -2.008 -0.018 -1.382
H -1.263 2.306 -0.613
H -1.347 1.624 1.041
H 1.006 -2.172 -0.556
*
```

Results
DFT total energy   -358.90589 Ha
Orbital gap   10.29 eV
SMILES string   C[C@H]1Cc2nncn21
E_HOMO   -0.34948 Ha
ΔE to the lowest compared entry with this formula, charge and spin   3.061 eV

---

- Which value of ΔE to the lowest compared entry with this formula, charge and spin does entry 2 give?
  3.061 eV

---

- Look up the DFT total energy of the second one.
  -358.90589 Ha

---

What did the second record say?
Entry from the Open Molecules 2025 dataset: a single C5H7N3 molecule in a non-equilibrium geometry (ωB97M-V with the def2-TZVPD basis set).

```
! RIJCOSX wB97M-V def2-TZVPD def2/J DEFGRID3
* xyz 0 1
C -1.712 -1.049 0.673
C -1.428 -0.059 -0.451
C -1.029 1.462 0.005
C 0.426 0.943 -0.097
N 1.559 0.807 0.550
N 2.018 -0.464 0.230
C 1.027 -1.083 -0.418
N 0.029 -0.195 -0.715
H -2.775 -1.188 0.903
H -1.351 -1.998 0.234
H -1.200 -0.875 1.641
H -2.008 -0.018 -1.382
H -1.263 2.306 -0.613
H -1.347 1.624 1.041
H 1.006 -2.172 -0.556
*
```

Results
DFT total energy   -358.90589 Ha
Orbital gap   10.29 eV
SMILES string   C[C@H]1Cc2nncn21
E_HOMO   -0.34948 Ha
ΔE to the lowest compared entry with this formula, charge and spin   3.061 eV